Record 1
74
Properties=species:S:1:pos:R:3:mulliken_charge:R:1 method="wB97M-V/def2-TZVPD" molar_mass_g_mol=655.28 e_tot_ev=-131815.3039 e_homo_ev=-13.35 de_lowest_kcal_mol=23.71 total_charge=+2 gap_ev=6.864
Sc 3.56887 -13.63144 -14.44803 0.194
O 2.75015 -15.33630 -13.96981 0.385
C 1.98831 -16.24194 -14.56449 0.763
C 1.35670 -17.25625 -13.87487 -0.608
C 0.49611 -18.06633 -14.56878 -0.473
C 0.29172 -17.94207 -15.93446 -0.745
C 0.91749 -16.98454 -16.65396 -1.089
C 1.71697 -16.06338 -15.98390 0.757
C 2.33077 -15.11752 -16.85446 -0.468
N 3.08767 -14.09551 -16.46973 0.132
C 3.83999 -13.44354 -17.50919 -0.808
C 4.54463 -12.09794 -17.00429 -0.848
N 4.93774 -12.36360 -15.57684 0.287
C 6.18154 -12.06464 -15.22660 -0.725
C 7.03155 -13.07162 -14.53298 0.738
C 8.33116 -13.09629 -15.02317 -1.117
C 9.23825 -14.04227 -14.60907 -0.629
C 8.83662 -15.13521 -13.83827 -0.924
C 7.51342 -15.15803 -13.32209 -0.163
C 6.59241 -14.15377 -13.71755 1.189
O 5.28905 -14.17874 -13.14944 -0.673
H 1.47589 -17.50755 -12.77793 0.397
H -0.12731 -18.74924 -13.97688 0.420
H -0.40285 -18.60046 -16.46856 0.405
H 0.80150 -16.87525 -17.72758 0.428
H 2.18448 -15.30445 -17.96197 0.304
H 3.15343 -13.18875 -18.36876 0.436
H 4.65618 -14.10932 -17.88800 0.403
H 3.89621 -11.24828 -17.07885 0.383
H 5.49705 -11.87326 -17.61276 0.374
H 6.76082 -11.16390 -15.58624 0.479
H 8.57421 -12.42849 -15.75674 0.581
H 10.32493 -13.93593 -14.88634 0.367
H 9.46632 -15.93761 -13.45875 0.444
H 7.26082 -15.93840 -12.60976 0.383
Ge 4.56499 -14.95336 -11.61930 1.087
C 5.02323 -16.85574 -11.49223 0.451
C 4.86562 -17.48544 -10.25091 -0.628
C 4.78988 -18.89740 -10.13853 -0.571
C 4.80071 -19.72632 -11.26112 -0.604
C 4.96266 -19.09153 -12.50936 -0.700
C 5.02237 -17.69761 -12.63960 -0.115
C 5.41552 -14.13108 -10.01633 0.490
C 4.55310 -14.09924 -8.89730 -0.522
C 4.92007 -13.40045 -7.71580 -0.632
C 6.14108 -12.76565 -7.61019 -0.568
C 6.96068 -12.73825 -8.79767 -0.441
C 6.65118 -13.44928 -9.94356 -0.287
H 3.04366 -14.75937 -11.51620 -0.379
H 4.85443 -16.90919 -9.34476 0.421
H 4.66357 -19.33512 -9.12837 0.387
H 4.71042 -20.81917 -11.17810 0.409
H 4.93443 -19.59089 -13.46462 0.403
H 5.24559 -17.28858 -13.58628 0.537
H 3.62299 -14.66510 -8.82065 0.337
H 4.17848 -13.38990 -6.90288 0.357
H 6.51526 -12.21842 -6.68744 0.341
H 7.85255 -12.07140 -8.81418 0.334
H 7.42170 -13.61026 -10.68096 0.377
S 2.34862 -11.84482 -13.04480 -0.343
C 0.71898 -12.36884 -13.37013 0.356
N 0.02224 -13.21316 -12.55381 -0.064
C -1.45603 -13.50546 -12.68811 -0.677
C -2.15349 -12.47678 -13.56472 -0.553
C -1.31958 -12.30321 -14.84813 -0.547
N 0.05097 -11.88033 -14.42721 -0.125
H 0.52251 -13.50615 -11.71951 0.222
H -1.92178 -13.59183 -11.71204 0.404
H -1.50384 -14.52033 -13.06118 0.333
H -2.29139 -11.46850 -13.07797 0.283
H -3.20379 -12.79102 -13.68703 0.363
H -1.67883 -11.52155 -15.57036 0.410
H -1.30589 -13.28978 -15.40140 0.223
H 0.69433 -11.49961 -15.10486 0.250



Record 2
78
Properties=species:S:1:pos:R:3:mulliken_charge:R:1 method="wB97M-V/def2-TZVPD" molar_mass_g_mol=647.74 e_tot_ev=-77399.1622 e_homo_ev=-3.82 de_lowest_kcal_mol=0.00 total_charge=-1 gap_ev=6.078
K 0.02599 -1.39804 -1.11057 0.907
O -3.23850 2.24275 -3.63162 -0.804
C -2.60047 1.47136 -2.88620 -0.038
N -1.31298 1.39996 -2.63055 -0.043
C -0.50699 2.35385 -3.38230 -1.327
C 0.93660 1.94895 -3.29775 0.614
C 1.44770 1.04152 -4.22212 -0.823
C 2.73100 0.55769 -4.06533 -0.129
C 3.48785 1.01315 -2.99671 -0.651
C 2.91337 1.93714 -2.14350 -0.216
N 1.66810 2.40224 -2.27615 -0.177
C -3.37052 0.36554 -2.18020 0.626
C -4.38559 -0.30303 -2.85760 -1.001
C -5.00673 -1.37617 -2.24871 -0.152
C -4.61846 -1.74779 -0.96769 -0.991
C -3.63557 -1.00797 -0.33820 -0.264
N -3.03331 0.02737 -0.93192 -0.495
H -0.60776 3.37442 -2.98283 0.320
H -0.83675 2.38718 -4.42676 0.682
H 0.81547 0.69007 -5.02726 0.396
H 3.12850 -0.18072 -4.74787 0.423
H 4.48097 0.62878 -2.80913 0.367
H 3.46717 2.31102 -1.28836 0.407
H -4.65062 0.03797 -3.84851 0.490
H -5.78204 -1.92873 -2.76528 0.416
H -5.06713 -2.59367 -0.46479 0.415
H -3.27524 -1.25163 0.65523 0.436
O 1.89792 -2.03129 -2.34000 -0.700
C 2.97838 -2.67207 -2.13909 0.056
C 3.93017 -2.84020 -3.19627 -0.179
C 5.10632 -3.53496 -3.04793 -0.464
C 5.43769 -4.12116 -1.82187 -0.603
C 4.55455 -3.97303 -0.77210 -0.642
C 3.34763 -3.26590 -0.87454 0.615
C 2.57309 -3.17791 0.35214 -0.625
N 1.48906 -2.52874 0.56310 0.305
N 1.05535 -2.59252 1.88291 -0.700
C -0.11363 -2.04342 2.09965 -0.027
O -0.92917 -1.51302 1.26451 -0.503
C -0.50762 -2.02030 3.55578 0.476
C -1.81704 -1.70434 3.90455 0.288
C -2.20952 -1.64406 5.23546 -0.867
C -1.29002 -1.89538 6.24236 -0.341
C 0.02208 -2.21081 5.90515 -0.629
C 0.40957 -2.27492 4.57647 -0.521
H 3.66630 -2.40594 -4.15416 0.286
H 5.78124 -3.63282 -3.89244 0.348
H 6.36115 -4.67292 -1.70002 0.372
H 4.79922 -4.41719 0.18860 0.261
H 3.00244 -3.72208 1.20220 0.242
H -2.52504 -1.51127 3.10793 0.152
H -3.23502 -1.40004 5.48703 0.393
H -1.59148 -1.84600 7.28171 0.375
H 0.74880 -2.40644 6.68481 0.370
H 1.42387 -2.52151 4.29515 0.449
C -1.74858 3.17716 0.13722 -0.447
N -1.49152 1.76147 0.53078 1.591
C -1.80672 1.57253 1.98166 -0.692
N -1.06001 2.49016 2.80268 0.090
C -1.31908 3.85716 2.36437 -0.901
N -1.00276 4.09531 0.96019 0.071
C 0.43865 4.00412 0.69841 -0.658
P 1.19174 2.34397 1.11449 -0.272
C -0.08775 1.34706 0.23270 2.803
C 0.37617 2.18276 2.79666 -0.656
H -2.81854 3.36011 0.25686 0.213
H -1.47992 3.28315 -0.91183 0.045
H -2.09613 1.09481 -0.06690 0.165
H -1.57251 0.53544 2.22707 -0.011
H -2.87530 1.75689 2.11538 0.403
H -0.73216 4.54112 2.97929 0.375
H -2.38072 4.06986 2.51508 0.319
H 0.94814 4.78831 1.26281 0.436
H 0.62331 4.17912 -0.36364 0.375
H -0.04425 0.30457 0.54147 -2.021
H 0.00804 1.43158 -0.85033 -0.560
H 0.87335 2.84380 3.51026 0.419
H 0.51617 1.15657 3.14686 0.337



Record 3
80
Properties=species:S:1:pos:R:3:lowdin_spin:R:1 method="wB97M-V/def2-TZVPD" molar_mass_g_mol=842.61 e_tot_ev=-149486.2246 multiplicity=4 e_homo_ev="-6.46 / -6.40" s2=3.78 total_charge=0 gap_ev="5.903 / 4.630"
Tc -0.53943 -0.26343 -0.03012 2.456
N -1.71692 -1.32422 1.48531 -0.003
C -1.13238 -2.34202 2.31145 0.007
C -1.43930 -2.37396 3.66446 -0.001
C -0.91325 -3.35429 4.48797 0.004
C -0.09078 -4.32854 3.94764 -0.002
C 0.21757 -4.29417 2.60217 0.004
C -0.28356 -3.30459 1.75272 0.001
C 0.27946 -3.23062 0.39553 0.038
C 0.63375 -4.39997 -0.28265 -0.003
C 1.48458 -4.35348 -1.36919 0.037
C 2.06145 -3.14684 -1.73333 0.000
C 1.65580 -1.98010 -1.11085 0.055
C 0.68087 -1.98681 -0.11762 0.068
H -2.28488 -0.71250 2.07425 0.003
H -2.35343 -1.76918 0.81439 0.003
H -2.09722 -1.62468 4.08256 0.000
H -1.15678 -3.35939 5.53864 0.000
H 0.33611 -5.09898 4.57458 0.000
H 0.90182 -5.02240 2.19442 0.000
H 0.24049 -5.35271 0.04578 -0.001
H 1.74399 -5.26159 -1.89390 0.002
H 2.81644 -3.10280 -2.50404 0.000
H 2.12638 -1.04903 -1.39225 0.002
C -2.49130 1.25000 -3.31978 0.000
C -1.66017 0.03813 -3.66194 0.001
O -1.82469 -0.39587 -4.99678 0.001
P -2.07942 -1.44152 -2.65813 0.004
O -3.50813 -1.97526 -3.07717 0.000
O -1.10435 -2.59284 -3.09436 0.001
O -2.13187 -1.23054 -1.18599 0.035
P 0.12342 0.24336 -3.24711 0.010
O 0.50432 1.52990 -4.11692 -0.001
O 0.80130 -0.98457 -3.75303 0.003
O 0.26438 0.60682 -1.77958 0.086
H -3.55295 1.00577 -3.26715 0.000
H -2.32781 2.00791 -4.08290 0.000
H -2.15942 1.64690 -2.36119 0.000
H -0.94970 -0.52346 -5.38910 0.000
H -3.56027 -2.28058 -3.98327 0.000
H -0.20156 -2.24675 -3.33695 0.000
H 1.44262 1.71473 -4.04282 0.000
C 6.16457 -1.44437 2.39322 0.000
C 4.71400 -1.86970 2.66890 0.000
C 4.31082 -2.86956 1.58372 0.000
C 4.63446 -2.55596 4.03941 0.000
C 3.82379 -0.63570 2.66592 0.002
C 4.22949 0.49035 3.39582 -0.001
C 3.54084 1.68019 3.34922 0.002
C 2.40437 1.74317 2.56461 0.000
S 1.38039 3.11797 2.30364 0.017
C 0.35126 2.12358 1.34270 0.034
N 0.73440 0.85981 1.19902 -0.004
C 1.91451 0.61845 1.88198 0.000
C 2.63643 -0.57372 1.95307 0.001
C -0.93463 2.53269 0.86738 0.018
C -1.40730 3.84263 0.95250 0.002
C -2.69906 4.11177 0.55500 0.016
C -3.51248 3.08211 0.09800 0.003
C -3.02277 1.78522 0.01052 0.025
C -1.71527 1.47709 0.36324 0.041
H 6.78874 -2.32784 2.27751 0.000
H 6.57604 -0.85519 3.20774 0.000
H 6.20740 -0.85892 1.47924 0.000
H 5.07095 -3.64345 1.50733 0.000
H 4.23590 -2.37038 0.62286 0.000
H 3.36357 -3.35083 1.81241 0.000
H 5.28469 -3.42778 4.05503 0.000
H 3.61646 -2.87883 4.24649 0.000
H 4.95098 -1.88235 4.83150 0.000
H 5.11002 0.44117 4.01471 0.000
H 3.87075 2.54656 3.90043 0.000
H 2.24381 -1.42177 1.41995 0.001
H -0.75771 4.62262 1.32382 0.000
H -3.07589 5.12212 0.59940 0.001
H -4.53024 3.29987 -0.19695 0.000
H -3.66784 1.00402 -0.36808 0.001
Se 2.64166 2.29596 -1.26097 0.020
C 3.77536 1.07136 -0.65704 0.003
N 4.49603 0.26631 -0.24918 0.005